Entry 1:
Below is a structure of composition C38H36AsI2N4NaOSSi, with properties calculated with ωB97M-V/def2-TZVPD.

Values from the calculation:
total energy = -148167.917 eV
HOMO level = -5.46 eV
F_max = 2.181 eV/A

Element x y z (Å)
Na -0.4367 -1.1055 -0.9740
C -3.7919 -2.2837 1.3002
C -2.7372 -1.2586 0.9487
N -2.5002 -1.0133 -0.3887
N -3.5245 -1.3335 -1.2018
C -3.4167 -1.8517 -2.4130
N -4.5666 -2.0428 -3.1591
S -1.9069 -2.2839 -3.0810
C -1.9690 -0.6498 1.8991
C -1.8812 -1.0831 3.2708
C -0.8276 -0.7544 4.0447
C 0.1865 0.1101 3.5202
C -0.0440 0.6980 2.3322
N -1.1264 0.4332 1.5463
H -3.7868 -3.0783 0.5509
H -4.7893 -1.8360 1.3352
H -3.6062 -2.7432 2.2643
H -4.4781 -1.2151 -0.8490
H -5.4029 -2.2939 -2.6477
H -4.4198 -2.5847 -3.9972
H -2.6545 -1.7242 3.6624
H -0.7576 -1.1004 5.0649
H 1.0704 0.3420 4.0889
H 0.6025 1.4682 1.9483
C -0.2755 5.6127 2.6067
C 0.1378 5.3648 1.3084
C -0.2812 4.2229 0.6463
C -1.1202 3.3052 1.2704
C -1.5321 3.5746 2.5742
C -1.1203 4.7151 3.2380
Si -1.6210 1.6853 0.4181
C -3.4832 1.7361 0.1599
C -3.9550 2.1008 -1.0958
C -5.3059 2.2793 -1.3301
C -6.2174 2.0894 -0.3043
C -5.7681 1.6956 0.9446
C -4.4131 1.5219 1.1718
H 0.0652 6.4945 3.1312
H 0.8012 6.0580 0.8139
H 0.0525 4.0415 -0.3663
H -2.1804 2.8731 3.0824
H -1.4489 4.8943 4.2521
H -0.8889 1.5607 -0.8433
H -3.2498 2.2568 -1.8988
H -5.6474 2.5824 -2.3087
H -7.2718 2.2546 -0.4722
H -6.4711 1.5397 1.7522
H -4.0757 1.2143 2.1519
I -0.8119 -0.1175 -3.7434
I 0.5911 2.3200 -4.5797
O 1.1983 -0.2536 -0.6100
As 2.6343 -0.9904 -0.7289
C 3.6568 -0.5218 0.8532
C 4.6615 -1.2900 1.4259
C 5.2426 -0.8741 2.6134
C 4.8367 0.3066 3.2159
C 3.8714 1.1015 2.6187
C 3.2867 0.6848 1.4368
C 2.3295 -2.8910 -0.9699
C 1.7144 -3.2356 -2.1710
C 1.5029 -4.5631 -2.4952
C 1.9193 -5.5549 -1.6205
C 2.4952 -5.2152 -0.4080
C 2.6915 -3.8848 -0.0728
C 3.5819 -0.4086 -2.3222
C 4.1159 -1.2949 -3.2490
C 4.7563 -0.8006 -4.3729
C 4.8720 0.5664 -4.5670
C 4.3460 1.4508 -3.6389
C 3.7013 0.9632 -2.5147
H 4.9931 -2.2037 0.9459
H 6.0122 -1.4753 3.0758
H 5.2798 0.6102 4.1522
H 3.5723 2.0368 3.0726
H 2.5184 1.2744 0.9477
H 1.4436 -2.4472 -2.8741
H 1.0401 -4.8238 -3.4360
H 1.7984 -6.5938 -1.8870
H 2.8055 -5.9893 0.2768
H 3.1330 -3.6199 0.8821
H 4.0334 -2.3664 -3.0905
H 5.1640 -1.4871 -5.0998
H 5.3673 0.9450 -5.4483
H 4.4186 2.5147 -3.8016
H 3.2614 1.6394 -1.7837

Cartesian forces (eV/Å) of the 2 atoms listed first:
Na -1.66 -1.05 -0.31
C 0.28 0.12 0.02

Entry 2:
Below is a cluster of 2 separate species, C38H36BF3O3S in total, with properties calculated with ωB97M-V/def2-TZVPD.

Values from the calculation:
total energy = -65799.031 eV
SMILES = COc1ccc(C2(B3OC(C)(C)C(C)(C)O3)c3ccccc3-c3ccccc32)cc1.Cc1ccc(-c2ccc(C(F)(F)F)cc2)s1
HOMO level = -7.49 eV
F_max = 2.790 eV/A

Element x y z (Å)
C -6.8800 0.2803 1.3291
O -5.8346 -0.7193 1.3448
C -4.5765 -0.4231 0.9320
C -3.6803 -1.4960 0.7377
C -2.4071 -1.2481 0.2668
C -1.9911 0.0439 -0.0987
C -0.7718 0.2674 -0.9664
B 0.6595 -0.2615 -0.7580
O 1.7235 0.6479 -0.7536
C 2.8130 -0.0611 -1.3812
C 2.8697 0.5037 -2.7948
C 4.1351 0.2677 -0.7074
C 2.3668 -1.5868 -1.2587
C 2.1045 -2.2597 -2.5972
C 3.2973 -2.4446 -0.4309
O 1.0664 -1.5626 -0.5911
C -0.5616 1.6983 -1.4621
C -0.4999 2.9056 -0.7825
C -0.1256 4.0661 -1.4810
C 0.0733 4.0365 -2.8646
C -0.0968 2.8508 -3.5790
C -0.3734 1.6915 -2.8614
C -0.5655 0.3347 -3.3704
C -0.5628 -0.1194 -4.6825
C -0.8688 -1.4589 -4.9209
C -1.2167 -2.3063 -3.8594
C -1.2207 -1.8520 -2.5412
C -0.8677 -0.5304 -2.2894
C -2.8765 1.0986 0.1600
C -4.1364 0.8858 0.6884
H -7.7706 -0.2922 1.5805
H -6.7064 1.0525 2.0897
H -6.9958 0.7399 0.3420
H -4.0242 -2.4916 1.0177
H -1.7368 -2.0926 0.1141
H 3.7101 0.1284 -3.3969
H 1.9418 0.3540 -3.3573
H 2.9874 1.5900 -2.6772
H 4.9307 -0.3289 -1.1775
H 4.3644 1.3312 -0.8848
H 4.1368 0.1161 0.3751
H 3.0343 -2.3911 -3.1782
H 1.6428 -3.2404 -2.3942
H 1.3829 -1.6568 -3.1707
H 4.2074 -2.6589 -1.0086
H 3.5886 -1.9613 0.5119
H 2.8097 -3.3967 -0.1754
H -0.7106 2.9356 0.2900
H -0.0012 4.9962 -0.9270
H 0.3595 4.9426 -3.3947
H -0.0148 2.7958 -4.6674
H -0.3502 0.5821 -5.4865
H -0.8567 -1.8408 -5.9418
H -1.5124 -3.3353 -4.0602
H -1.5106 -2.5244 -1.7389
H -2.6361 2.1178 -0.1438
H -4.7898 1.7348 0.9020
C 4.0600 -2.8700 4.3262
C 3.4578 -1.8032 3.5128
C 3.9222 -0.5065 3.3340
C 2.9992 0.2951 2.5940
C 1.8040 -0.3924 2.3555
C 0.5011 0.1494 2.2135
C 0.2781 1.5345 2.0302
C -0.8113 2.0984 2.6602
C -1.6961 1.2686 3.3463
C -2.8236 1.8684 4.1075
F -3.9938 1.1973 3.8430
F -2.6266 1.7892 5.4549
F -3.0530 3.1754 3.8005
C -1.6088 -0.1239 3.3258
C -0.5881 -0.6839 2.5792
S 2.0059 -2.1150 2.6318
H 4.9371 -2.4675 4.8351
H 3.3595 -3.2225 5.0985
H 4.3624 -3.7006 3.6716
H 4.8430 -0.1319 3.7787
H 3.1002 1.3402 2.3384
H 0.9921 2.1253 1.4680
H -0.9657 3.1813 2.6560
H -2.3465 -0.7213 3.8710
H -0.5845 -1.7394 2.2992

Cartesian forces (eV/Å) of the 2 atoms listed first:
C 0.73 -0.50 0.18
O -0.45 0.06 0.06

Q: Which value of total energy does entry 1 give?
A: -148167.917 eV